[1]
The following is a quantum chemistry calculation of 2 unconnected molecules or ions with the total composition C4H12S in a non-equilibrium geometry, from the Open Molecules 2025 dataset.

```
17
C4H12S (ωB97M-V/def2-TZVPD)
C 0.800 -2.248 1.531
C 0.905 -1.527 2.891
H -0.112 -2.031 0.972
H 0.982 -3.310 1.672
H 1.606 -1.905 0.863
H 0.044 -1.914 3.441
H 1.850 -1.822 3.336
H 0.826 -0.447 2.789
C -0.445 0.385 -2.512
S -0.258 1.587 -1.234
C -0.734 0.740 0.265
H -1.516 0.277 -2.691
H 0.005 -0.548 -2.164
H 0.017 0.763 -3.421
H -1.537 1.254 0.792
H -1.062 -0.261 0.007
H 0.185 0.760 0.860
```

Results
2S+1	2
orbital gap (alpha / beta)	0.4246 / 0.2361	Ha
net charge	+1
E_LUMO (alpha / beta)	-3.34 / -8.47	eV


[2]
The following is a quantum chemistry calculation of 2 unconnected molecules or ions with the total composition C4H12S2 in a non-equilibrium geometry, from the Open Molecules 2025 dataset.

```
18
C4H12S2 (ωB97M-V/def2-TZVPD)
C -0.897 3.352 1.935
C -0.219 2.436 0.940
S -0.911 2.647 -0.706
H -0.455 3.001 2.942
H -0.828 4.472 1.724
H -1.988 3.382 1.955
H -0.423 1.377 1.238
H 0.863 2.681 0.738
H 0.209 2.943 -1.264
C 0.814 -1.575 -1.168
S -0.071 -2.928 -2.084
C 0.310 -4.175 -0.983
H 0.603 -1.940 -0.198
H 1.931 -1.437 -1.342
H 0.155 -0.725 -1.485
H -0.783 -4.621 -0.852
H 0.743 -3.936 -0.066
H 0.946 -4.952 -1.324
```

Results
orbital gap	0.3349	Ha
net charge	0
SMILES	CCS.CSC
E_LUMO	0.82	eV


[3]
The following is a quantum chemistry calculation of 2 unconnected molecules or ions with the total composition C4H12S2 in a non-equilibrium geometry, from the Open Molecules 2025 dataset.

```
18
C4H12S2 (ωB97M-V/def2-TZVPD)
C -2.922 -0.961 -0.067
C -2.317 0.292 0.451
S -1.713 1.514 -0.822
H -3.691 -1.509 0.495
H -3.539 -0.769 -1.014
H -2.070 -1.780 -0.228
H -1.470 0.101 1.161
H -3.072 1.075 0.820
H -2.525 2.515 -0.635
C 3.379 0.546 -0.249
C 1.963 -0.173 -0.309
S 2.170 -1.839 0.459
H 3.290 1.333 0.495
H 4.238 -0.071 0.066
H 3.460 1.150 -1.234
H 1.578 -0.371 -1.417
H 1.195 0.346 0.279
H 2.047 -1.401 1.749
```

Results
orbital gap	0.3551	Ha
net charge	0
SMILES	CCS.CCS
E_LUMO	0.75	eV


[4]
The following is a quantum chemistry calculation of 2 unconnected molecules or ions with the total composition C4H12S2 in a non-equilibrium geometry, from the Open Molecules 2025 dataset.

```
18
C4H12S2 (ωB97M-V/def2-TZVPD)
C 1.619 0.886 1.466
C 2.245 0.238 0.121
S 4.132 0.279 -0.238
H 1.168 1.848 1.146
H 2.403 0.942 2.258
H 0.696 0.269 1.766
H 2.092 -0.860 0.081
H 1.733 0.761 -0.642
H 4.545 -0.072 1.053
C -3.699 -1.728 -0.935
S -2.703 -0.586 0.123
C -2.765 1.147 -0.479
H -3.729 -1.302 -1.923
H -4.648 -1.859 -0.500
H -3.146 -2.666 -0.953
H -3.246 1.481 -1.397
H -3.346 1.617 0.237
H -1.787 1.496 -0.340
```

Results
orbital gap	0.3463	Ha
net charge	0
SMILES	CCS.CSC
E_LUMO	0.90	eV


[5]
The following is a quantum chemistry calculation of 2 unconnected molecules or ions with the total composition C4H12S2 in a non-equilibrium geometry, from the Open Molecules 2025 dataset.

```
18
C4H12S2 (ωB97M-V/def2-TZVPD)
C 2.839 0.559 -0.728
S 1.253 -0.242 -0.221
S 1.072 0.392 1.717
H 2.852 0.230 -1.776
H 3.644 0.009 -0.247
H 2.878 1.638 -0.670
H 0.818 1.679 1.467
C -1.977 -0.706 -1.838
C -2.291 0.230 -0.641
C -3.119 -0.531 0.345
H -1.533 -1.640 -1.483
H -1.317 -0.328 -2.625
H -2.884 -1.084 -2.335
H -2.799 1.174 -0.873
H -1.265 0.564 -0.433
H -3.005 -1.611 0.212
H -2.671 -0.451 1.357
H -4.174 -0.306 0.451
```

Results
orbital gap	0.3505	Ha
net charge	0
SMILES	CCC.CSS
E_LUMO	0.62	eV


[6]
The following is a quantum chemistry calculation of 2 unconnected molecules or ions with the total composition C4H12S2 in a non-equilibrium geometry, from the Open Molecules 2025 dataset.

```
18
C4H12S2 (ωB97M-V/def2-TZVPD)
C 1.270 -0.601 0.451
C 2.713 -0.685 0.971
S 3.843 -0.098 -0.316
H 0.575 -1.146 1.091
H 1.280 -1.047 -0.545
H 0.926 0.430 0.409
H 2.851 0.009 1.792
H 2.978 -1.719 1.176
H 4.651 0.577 0.508
C -2.733 0.135 1.384
C -3.616 0.242 0.150
S -2.538 0.432 -1.351
H -2.047 0.991 1.315
H -2.043 -0.702 1.395
H -3.314 0.365 2.280
H -4.240 -0.636 -0.008
H -4.217 1.142 0.106
H -2.942 1.688 -1.595
```

Results
orbital gap	0.3604	Ha
net charge	0
SMILES	CCS.CCS
E_LUMO	0.87	eV


[7]
The following is a quantum chemistry calculation of 2 unconnected molecules or ions with the total composition C4H12S2 in a non-equilibrium geometry, from the Open Molecules 2025 dataset.

```
18
C4H12S2 (ωB97M-V/def2-TZVPD)
C 2.421 -2.083 -0.365
C 2.197 -0.658 0.106
S 2.760 0.595 -1.087
H 2.127 -2.852 0.339
H 3.469 -2.220 -0.636
H 1.874 -2.235 -1.300
H 1.191 -0.345 0.389
H 2.834 -0.490 0.994
H 2.021 1.592 -0.545
C -1.770 1.706 -0.061
C -2.982 0.866 0.285
S -2.632 -0.923 0.183
H -1.404 1.462 -1.060
H -1.011 1.697 0.714
H -2.098 2.750 -0.160
H -3.302 1.118 1.296
H -3.836 1.025 -0.369
H -1.860 -1.005 1.277
```

Results
2S+1	2
orbital gap (alpha / beta)	0.3294 / 0.0981	Ha
net charge	+1
E_LUMO (alpha / beta)	-3.75 / -9.19	eV


[8]
The following is a quantum chemistry calculation of 2 unconnected molecules or ions with the total composition C4H12S4 in a non-equilibrium geometry, from the Open Molecules 2025 dataset.

```
20
C4H12S4 (ωB97M-V/def2-TZVPD)
S 0.313 4.048 -1.851
S 1.785 2.858 -0.960
C 0.010 3.019 -3.292
C 0.930 1.379 -0.290
H -0.280 1.980 -3.061
H 0.945 3.001 -3.877
H -0.782 3.476 -3.908
H 0.466 0.796 -1.102
H 0.131 1.786 0.353
H 1.557 0.702 0.315
S 0.484 -3.511 1.736
S 0.222 -2.075 0.387
C -1.182 -3.936 2.200
C 0.032 -0.612 1.442
H -1.872 -3.251 1.679
H -1.290 -3.786 3.287
H -1.467 -4.974 1.958
H 0.937 -0.479 2.058
H -0.839 -0.706 2.112
H -0.101 0.286 0.815
```

Results
orbital gap	0.3445	Ha
net charge	0
SMILES	CSSC.CSSC
E_LUMO	0.65	eV


[9]
The following is a quantum chemistry calculation of 2 unconnected molecules or ions with the total composition C4H12S4 in a non-equilibrium geometry, from the Open Molecules 2025 dataset.

```
20
C4H12S4 (ωB97M-V/def2-TZVPD)
S 0.747 -1.492 1.503
S -0.991 -0.967 0.479
C -2.367 -3.226 1.258
C -2.462 -1.651 1.344
H 1.126 -2.620 0.866
H -3.264 -3.602 1.779
H -1.478 -3.710 1.695
H -2.434 -3.508 0.194
H -3.453 -1.313 0.987
H -2.277 -1.174 2.326
S 1.401 4.404 -2.864
S 0.532 3.623 -1.060
C 2.371 1.528 -0.761
C 0.937 1.789 -1.084
H 2.515 4.877 -2.265
H 2.666 2.124 0.119
H 3.085 1.728 -1.577
H 2.429 0.458 -0.497
H 0.651 1.431 -2.091
H 0.266 1.302 -0.351
```

Results
orbital gap	0.3365	Ha
net charge	0
SMILES	CCSS.CCSS
E_LUMO	0.30	eV


[10]
The following is a quantum chemistry calculation of a single C4H12SSi molecule in a non-equilibrium geometry, from the Open Molecules 2025 dataset.

```
18
C4H12SSi (ωB97M-V/def2-TZVPD)
S 1.874 1.348 -1.696
C -2.100 -0.301 0.086
C 0.437 0.404 1.737
C 0.705 -1.740 -0.423
C 0.237 1.265 -1.188
Si -0.171 -0.086 0.114
H 2.376 1.819 -0.509
H -2.243 -0.573 -0.954
H -2.682 0.558 0.291
H -2.322 -1.114 0.791
H -0.070 1.201 2.353
H 1.500 0.665 1.565
H 0.460 -0.502 2.262
H 0.354 -1.892 -1.428
H 1.747 -1.918 -0.388
H 0.297 -2.528 0.182
H -0.007 2.178 -0.709
H -0.392 1.213 -2.087
```

Results
orbital gap	0.3380	Ha
net charge	0
SMILES	C[Si](C)(C)CS
E_LUMO	0.82	eV


[11]
The following is a quantum chemistry calculation of 2 unconnected molecules or ions with the total composition C4H12SSi in a non-equilibrium geometry, from the Open Molecules 2025 dataset.

```
18
C4H12SSi (ωB97M-V/def2-TZVPD)
C 0.390 -2.605 1.633
C -2.578 3.912 -1.891
C 0.398 -1.254 0.962
C 1.720 -0.624 0.745
Si -2.205 2.150 -1.899
S 2.568 -1.256 -0.717
H 1.056 -2.870 2.477
H -0.702 -2.826 2.033
H 0.442 -3.518 0.963
H -2.459 4.577 -1.002
H 3.806 -1.057 -0.222
H -2.406 4.561 -2.848
H -0.245 -0.474 1.471
H -0.180 -1.342 0.061
H 1.657 0.433 0.475
H 2.298 -0.573 1.705
H -1.729 1.326 -3.196
H -1.833 1.441 -0.747
```

Results
orbital gap	0.3087	Ha
net charge	0
SMILES	C=[SiH2].CCCS
E_LUMO	-0.14	eV


[12]
The following is a quantum chemistry calculation of a single C4H12Si molecule in a non-equilibrium geometry, from the Open Molecules 2025 dataset.

```
17
C4H12Si (ωB97M-V/def2-TZVPD)
C 0.814 1.340 -1.076
C -0.380 1.294 1.254
C 0.598 -2.195 0.342
C -0.396 0.867 -0.255
Si -0.890 -1.237 -0.543
H 1.527 0.673 -0.768
H 0.641 1.236 -2.057
H 1.160 2.299 -0.985
H 0.411 1.234 2.002
H -1.227 0.773 1.664
H -0.693 2.372 1.281
H 1.213 -1.509 0.956
H 0.301 -2.957 1.024
H 1.233 -2.660 -0.505
H -1.318 1.327 -0.654
H -2.166 -1.018 0.228
H -0.828 -1.839 -1.910
```

Results
orbital gap	0.3706	Ha
net charge	0
SMILES	C[SiH2]C(C)C
E_LUMO	0.99	eV


[13]
The following is a quantum chemistry calculation of a molecular structure, C4H13ClFO5PSTa in a non-equilibrium geometry, from the Open Molecules 2025 dataset.

```
27
C4H13ClFO5PSTa (ωB97M-V/def2-TZVPD)
O -2.641 2.407 0.228
P -1.820 1.557 1.154
O -0.435 2.343 1.588
O -2.704 1.415 2.588
C -1.467 -0.133 0.549
Ta -0.047 -0.341 -1.263
C 1.171 -1.968 -0.191
C 2.631 -1.551 0.142
C 2.800 -0.798 1.475
Cl 1.799 -1.438 2.832
S -1.483 1.233 -2.760
O -1.124 2.645 -2.529
O -1.277 0.886 -4.190
F -3.112 0.995 -2.516
H -0.751 3.154 1.983
H -3.569 1.187 2.259
H -2.455 -0.587 0.383
H -1.018 -0.688 1.392
H -1.162 -1.706 -1.897
H 1.017 -0.579 -2.762
H 1.065 1.037 -0.734
H 0.594 -2.337 0.666
H 1.235 -2.814 -0.896
H 3.287 -2.426 0.044
H 2.954 -0.852 -0.646
H 3.846 -0.913 1.786
H 2.665 0.275 1.315
```

Results
orbital gap	0.2827	Ha
net charge	-1
E_LUMO	1.67	eV


[14]
The following is a quantum chemistry calculation of a molecular structure, C4H13ClN3O4PtSbSe4, from the Open Molecules 2025 dataset.

```
31
C4H13ClN3O4PtSbSe4 (ωB97M-V/def2-TZVPD)
Pt -0.094 0.341 0.410
N -1.794 -0.383 1.870
C -2.719 -1.271 1.173
C -3.015 -0.713 -0.219
N -1.806 -0.519 -1.026
C -1.392 -1.655 -1.852
C -0.490 -2.625 -1.086
N 0.641 -1.884 -0.544
H -1.230 -0.873 2.556
H -2.270 0.391 2.318
H -3.673 -1.372 1.698
H -2.263 -2.256 1.107
H -3.478 0.267 -0.088
H -3.724 -1.374 -0.731
H -1.952 0.289 -1.619
H -0.822 -1.256 -2.693
H -2.263 -2.195 -2.241
H -0.182 -3.420 -1.772
H -1.035 -3.080 -0.261
H 1.368 -1.758 -1.239
H 1.061 -2.337 0.259
Se -1.471 2.566 0.349
Sb 0.325 4.219 -0.293
Se 2.131 0.901 -0.712
Se 1.824 2.695 -2.005
Se -0.953 5.464 -1.990
O 2.567 -0.764 3.741
Cl 1.911 -0.638 2.499
O 2.782 -0.976 1.408
O 0.773 -1.532 2.461
O 1.418 0.731 2.321
```

Results
2S+1	5
orbital gap (alpha / beta)	0.2546 / 0.2024	Ha
net charge	0
E_LUMO (alpha / beta)	-0.27 / -2.50	eV


[15]
The following is a quantum chemistry calculation of 2 unconnected molecules or ions with the total composition C4H13ClO2PS2, from the Open Molecules 2025 dataset.

```
23
C4H13ClO2PS2 (ωB97M-V/def2-TZVPD)
C -0.114 0.708 -1.004
C -1.012 1.911 -1.270
S -2.347 1.993 -0.032
P -4.243 0.973 -0.805
O -4.740 2.172 -1.757
Cl -3.311 -0.220 -2.118
H 0.925 0.989 -1.154
H -0.191 0.357 0.025
H -0.364 -0.117 -1.665
H -1.479 1.901 -2.251
H -0.488 2.858 -1.148
H -2.781 3.247 -0.237
H -5.667 2.425 -1.601
C 1.525 -2.569 0.963
S 2.043 -1.382 2.208
O 1.763 -0.033 1.635
C 3.803 -1.668 2.029
H 0.441 -2.510 0.887
H 1.988 -2.313 0.010
H 1.812 -3.573 1.275
H 4.098 -1.460 1.001
H 4.028 -2.699 2.301
H 4.312 -0.989 2.709
```

Results
orbital gap	0.2679	Ha
net charge	+1
E_LUMO	-4.11	eV


[16]
The following is a quantum chemistry calculation of a molecular structure, C4H13GaNO2Sn in a non-equilibrium geometry, from the Open Molecules 2025 dataset.

```
22
C4H13GaNO2Sn (ωB97M-V/def2-TZVPD)
C -2.458 -1.210 0.563
C -1.366 -1.162 -0.498
O -1.781 -0.022 -1.271
C 0.100 -1.260 0.037
O 0.203 -0.389 1.048
Ga 0.543 1.463 0.780
C 2.365 1.558 -0.186
N 3.363 0.949 0.649
H -3.298 -0.847 -0.103
H -2.478 -0.454 1.349
H -2.610 -2.215 0.960
H -1.502 -2.080 -1.167
H -1.061 0.400 -1.777
H 0.777 -1.064 -0.817
H 0.236 -2.311 0.338
H -0.491 1.921 -0.390
H 0.419 2.174 2.154
H 2.343 1.060 -1.159
H 2.429 2.648 -0.352
H 3.441 1.386 1.560
H 4.292 0.925 0.236
Sn -3.465 -1.472 -1.954
```

Results
orbital gap	0.0992	Ha
net charge	+1
E_LUMO	-7.18	eV


[17]
The following is a quantum chemistry calculation of 2 unconnected molecules or ions with the total composition C4H13N in a non-equilibrium geometry, from the Open Molecules 2025 dataset.

```
18
C4H13N (ωB97M-V/def2-TZVPD)
C 0.414 2.671 -4.953
C -0.319 3.012 -3.660
H 1.475 2.555 -4.783
H 0.336 3.496 -5.654
H -0.032 1.833 -5.475
H 0.235 3.425 -2.813
H -1.071 3.777 -3.849
H -0.938 2.225 -3.228
C 0.208 -2.438 2.354
C 0.433 -2.080 3.812
N -0.832 -2.098 4.503
H -0.121 -3.475 2.300
H -0.514 -1.797 1.854
H 1.164 -2.462 1.815
H 1.139 -2.839 4.181
H 0.883 -1.104 3.973
H -0.937 -1.956 5.488
H -1.524 -2.747 4.135
```

Results
orbital gap	0.3658	Ha
net charge	0
SMILES	CCN.CC
E_LUMO	1.24	eV


[18]
The following is a quantum chemistry calculation of 2 unconnected molecules or ions with the total composition C4H13N in a non-equilibrium geometry, from the Open Molecules 2025 dataset.

```
18
C4H13N (ωB97M-V/def2-TZVPD)
C 1.627 0.679 -0.781
C 3.084 1.038 -1.228
H 0.885 1.375 -1.265
H 1.364 0.816 0.302
H 1.514 -0.362 -0.991
H 3.329 0.401 -2.177
H 2.976 2.096 -1.442
H 3.884 1.009 -0.477
C -0.844 -0.773 1.391
N -2.243 -1.317 1.323
C -2.811 -0.619 0.010
H -0.653 0.200 1.010
H -0.378 -0.876 2.334
H -0.104 -1.351 0.667
H -2.688 -1.117 2.207
H -2.123 0.135 -0.593
H -3.613 0.043 0.363
H -3.206 -1.377 -0.650
```

Results
orbital gap	0.3672	Ha
net charge	0
SMILES	CNC.CC
E_LUMO	1.07	eV


[19]
The following is a quantum chemistry calculation of 2 unconnected molecules or ions with the total composition C4H13N2, from the Open Molecules 2025 dataset.

```
19
C4H13N2 (ωB97M-V/def2-TZVPD)
C 0.845 0.517 -0.688
C 2.103 0.904 -1.436
N 2.387 -0.105 -2.453
H 0.962 -0.491 -0.278
H 0.629 1.230 0.113
H -0.019 0.492 -1.362
H 2.005 1.917 -1.833
H 2.940 0.908 -0.738
H 1.686 -0.071 -3.186
H 3.272 0.100 -2.907
C -3.036 -0.517 1.355
C -0.752 -0.513 2.226
N -1.573 -0.359 1.276
H -3.344 -1.252 0.617
H -3.479 0.445 1.107
H -3.308 -0.826 2.357
H -1.092 -0.858 3.195
H 0.291 -0.304 2.034
H -1.204 -0.053 0.370
```

Results
orbital gap	0.2649	Ha
net charge	+1
E_LUMO	-5.08	eV


[20]
The following is a quantum chemistry calculation of 2 unconnected molecules or ions with the total composition C4H13N2, from the Open Molecules 2025 dataset.

```
19
C4H13N2 (ωB97M-V/def2-TZVPD)
C -1.545 1.322 -0.259
N -0.672 2.067 -1.143
C 0.632 1.447 -1.348
H -1.941 0.446 -0.782
H -1.045 0.998 0.672
H -2.393 1.936 0.032
H -0.515 2.984 -0.745
H 1.159 1.189 -0.411
H 1.263 2.140 -1.899
H 0.534 0.561 -1.983
C 0.401 -1.214 1.883
C 0.728 -2.476 -0.161
N 0.321 -1.439 0.433
H -0.599 -1.123 2.296
H 0.956 -0.291 2.042
H 0.929 -2.045 2.339
H 1.077 -3.321 0.417
H 0.714 -2.521 -1.242
H -0.004 -0.660 -0.142
```

Results
orbital gap	0.2724	Ha
net charge	+1
E_LUMO	-5.12	eV


The calculation returns the following electronic energy values, one per record and in order: -557.44728, -955.89672, -955.90607, -955.90905, -955.94128, -955.94301, -955.61673, -1752.31333, -1752.32533, -847.28294, -847.13712, -449.01523, -1892.99518, -11050.66342, -1908.34929, -2504.02485, -214.92350, -214.86748, -269.42861, -269.41404 a.u..